Entry 1:
This record from the OMol25 dataset describes C17H26N4O3 in the gas phase. The level of theory is ωB97M-V/def2-TZVPD.

Geometry as XYZ:
```
50
C17H26N4O3 (ωB97M-V/def2-TZVPD)
C 2.8326 0.5457 0.8217
N 2.6494 -0.6966 0.0943
C 3.6951 -1.6475 0.4483
C 3.5910 -2.9282 -0.3624
C 2.2208 -3.5648 -0.1681
C 1.1363 -2.5442 -0.4829
C 1.3334 -1.2691 0.3442
C 0.2421 -0.2918 -0.0760
O 0.3471 0.2865 -1.1531
N -0.8676 -0.1026 0.6905
C -1.8365 0.8333 0.1123
C -2.6570 0.2077 -1.0305
C -2.8985 1.1830 -2.1685
O -4.0064 1.5991 -2.4561
N -1.7620 1.5451 -2.8182
C -1.7774 2.4909 -3.9094
C -1.3808 1.8751 -5.2092
N -0.4370 2.2453 -6.0043
C -0.5073 1.3520 -7.0671
C -1.5040 0.4799 -6.8379
O -2.0806 0.8042 -5.6436
C -1.2617 -0.7044 1.9507
C -0.9305 -2.0701 2.4684
C -0.4209 -0.8353 3.1822
H 2.0986 1.2839 0.5011
H 2.7468 0.4090 1.9145
H 3.8239 0.9459 0.6105
H 4.6575 -1.1636 0.2731
H 3.6498 -1.8934 1.5282
H 3.7388 -2.6898 -1.4187
H 4.3855 -3.6144 -0.0627
H 2.1060 -4.4474 -0.7997
H 2.1194 -3.9006 0.8706
H 1.1788 -2.2565 -1.5358
H 0.1410 -2.9541 -0.2926
H 1.2495 -1.5156 1.4109
H -2.4912 1.1752 0.9106
H -1.2864 1.6980 -0.2535
H -2.1069 -0.6477 -1.4252
H -3.6292 -0.1346 -0.6822
H -0.8821 1.1764 -2.4744
H -2.7948 2.8772 -3.9780
H -1.0953 3.3207 -3.7267
H 0.1660 1.4067 -7.9045
H -1.9121 -0.3636 -7.3632
H -2.2843 -0.4207 2.1513
H -1.7401 -2.6271 2.9194
H -0.2118 -2.6825 1.9469
H 0.6341 -0.6161 3.1004
H -0.8649 -0.5573 4.1278
```

The HOMO energy comes out at -8.89 eV. For the energy above the lowest of the compared OMol25 structures with the same formula, charge and spin, the calculation gives 216.34 kJ/mol. Its HOMO-LUMO gap is 9.665 eV.

Entry 2:
This record from the OMol25 dataset describes C17H26O3 in the gas phase at a distorted geometry. The level of theory is ωB97M-V/def2-TZVPD.

Geometry as XYZ:
```
46
C17H26O3 (ωB97M-V/def2-TZVPD)
C -0.7150 -8.0419 3.4329
C -1.2268 -7.1887 2.2854
C -2.4315 -6.3162 2.6912
C -2.9630 -5.4919 1.5030
C -2.0134 -4.3851 1.0933
C -2.4527 -3.0690 1.0576
C -1.5402 -2.0104 0.7037
C -1.8928 -0.6706 0.6674
C -0.9512 0.3956 0.2939
C -1.3756 1.6989 0.1345
C -0.4570 2.8430 -0.2336
C -0.8493 4.1753 -0.2578
C 0.0644 5.2772 -0.6094
C 1.4137 5.1469 -0.6103
O 2.2213 6.2463 -0.8901
C 3.5740 5.9242 -1.2780
C 3.7922 5.2381 -2.6381
O 3.4178 3.8910 -2.5680
C 3.0488 5.8859 -3.8264
O 3.1812 5.0271 -4.9773
H 0.0376 -8.7642 3.0957
H -1.5497 -8.5828 3.8222
H -0.2550 -7.4451 4.2196
H -1.5959 -7.8243 1.4703
H -0.4031 -6.5928 1.8558
H -3.2520 -6.9586 3.0666
H -2.0928 -5.6575 3.5053
H -3.9452 -5.1179 1.7321
H -3.0800 -6.1689 0.6735
H -0.9552 -4.5797 0.8665
H -3.5146 -2.8145 1.2468
H -0.5236 -2.2843 0.4534
H -2.9324 -0.4009 0.8710
H 0.1114 0.1611 0.1820
H -2.4460 1.8690 0.3191
H 0.5441 2.5491 -0.4899
H -1.8696 4.4375 -0.1404
H -0.3679 6.2619 -0.8763
H 1.8575 4.1743 -0.3953
H 4.1633 6.8294 -1.2913
H 3.9845 5.2603 -0.4724
H 4.8405 5.2829 -2.8488
H 3.3955 3.5508 -3.4981
H 1.9894 5.9928 -3.6134
H 3.4477 6.9301 -4.0405
H 2.5664 5.3165 -5.6875
```

The HOMO energy comes out at -6.91 eV. For the energy above the lowest of the compared OMol25 structures with the same formula, charge and spin, the calculation gives 196.44 kJ/mol. Its HOMO-LUMO gap is 7.038 eV.